ORCA calculation (ωB97M-V/def2-TZVPD) on a structure of composition C6H11O in a non-equilibrium geometry.

ORCA input file:
```
! wB97M-V def2-TZVPD RIJCOSX def2/J DEFGRID3
* xyz -1 1
C -0.83 2.09 0.31
O -1.18 3.22 -0.28
C -0.63 0.82 -0.67
C -0.12 -0.45 0.07
C 0.52 -1.40 -0.97
C 1.68 -2.30 1.16
C 0.66 -2.23 0.24
H -1.55 1.75 1.13
H 0.19 2.08 0.77
H -1.67 0.82 -1.14
H 0.15 1.14 -1.41
H 0.49 -0.08 0.89
H -1.07 -0.81 0.38
H -0.18 -1.69 -1.74
H 1.38 -0.83 -1.33
H 1.51 -2.75 2.12
H 2.59 -1.75 0.95
H -0.29 -2.81 0.39
*
```

Results
- E: -310.337091 hartree
- HOMO-LUMO gap: 6.09 eV